1.
ORCA calculation (wB97M-V/def2-TZVPD) on a cluster of 2 separate species, C5H14 in total.

Properties
SMILES string: CCC.CC
Relative energy (zero: lowest compared OMol25 entry of this formula, charge and spin) in kJ/mol: 31.4
E_LUMO in eV: 1.18
Gap between HOMO and LUMO in hartree: 0.4599

ORCA input file:
```
! wB97M-V def2-TZVPD RIJCOSX def2/J DEFGRID3
* xyz 0 1
C -1.47 -0.39 -1.11
C -1.80 0.97 -0.52
C -0.10 -0.46 -1.83
H -1.50 -1.21 -0.38
H -2.25 -0.68 -1.80
H -2.13 1.65 -1.29
H -0.93 1.42 -0.02
H 0.68 -0.85 -1.17
H -0.22 -0.92 -2.81
H -2.55 0.91 0.27
H 0.27 0.55 -2.01
C 2.04 0.40 1.43
C 0.94 -0.62 1.74
H 2.06 1.17 2.21
H 3.01 -0.12 1.39
H 1.95 0.75 0.40
H 0.72 -1.25 0.88
H 0.02 -0.10 2.03
H 1.26 -1.22 2.59
*
```

These are the Mulliken partial charges, in e, on atoms 1 to 6:
1 C -0.273
2 C -1.221
3 C -0.942
4 H 0.313
5 H 0.385
6 H 0.368

***

2.
ORCA calculation (wB97M-V/def2-TZVPD) on a cluster of 2 separate species, C3H9N in total.

Properties
SMILES string: C=NC.C
Relative energy (zero: lowest compared OMol25 entry of this formula, charge and spin) in kJ/mol: 140.6
E_LUMO in eV: 1.06
Gap between HOMO and LUMO in hartree: 0.3819

ORCA input file:
```
! wB97M-V def2-TZVPD RIJCOSX def2/J DEFGRID3
* xyz 0 1
C 2.03 0.22 -1.74
H 1.50 0.14 -2.68
H 2.37 -0.75 -1.30
H 1.37 0.68 -0.99
H 2.97 0.76 -1.83
C -2.15 -0.53 0.60
C -0.20 0.45 1.58
N -1.08 0.45 0.70
H -2.84 -0.29 -0.19
H -2.65 -0.75 1.54
H -1.73 -1.50 0.31
H 0.65 1.12 1.41
H -0.24 0.00 2.61
*
```

These are the Mulliken partial charges, in e, on atoms 1 to 6:
1 C -0.848
2 H 0.234
3 H 0.216
4 H 0.111
5 H 0.279
6 C -0.732

***

3.
ORCA calculation (wB97M-V/def2-TZVPD) on a structure of composition C3H2Cl2S.

Properties
E_LUMO (alpha / beta) in eV: 0.42 / -1.90
<S²>: 2.04
Gap between HOMO and LUMO (alpha / beta) in hartree: 0.2740 / 0.2405

ORCA input file:
```
! wB97M-V def2-TZVPD RIJCOSX def2/J DEFGRID3
* xyz 0 3
C -0.09 -0.44 0.57
C 0.04 -0.38 -0.74
C 2.19 0.09 0.61
S 0.00 -2.09 -0.32
Cl 3.07 -1.21 0.09
Cl 2.76 1.46 -0.34
H 0.10 -0.13 1.54
H 0.03 0.37 -1.53
*
```

These are the Mulliken partial charges, in e, on atoms 1 to 6:
1 C -0.279
2 C -0.302
3 C 0.001
4 S -0.118
5 Cl -0.090
6 Cl -0.170

***

4.
ORCA calculation (wB97M-V/def2-TZVPD) on a cluster of 3 separate species, C4H16NO3 in total.

Properties
Relative energy (zero: lowest compared OMol25 entry of this formula, charge and spin) in kJ/mol: 333.6
E_LUMO (alpha / beta) in eV: 0.37 / 0.27
<S²>: 0.75
Gap between HOMO and LUMO (alpha / beta) in hartree: 0.1132 / 0.4023

ORCA input file:
```
! wB97M-V def2-TZVPD RIJCOSX def2/J DEFGRID3
* xyz 0 2
O 2.32 -1.44 -0.45
C 1.42 -0.67 -1.24
C 0.77 0.40 -0.38
N -0.58 0.19 0.19
C -1.68 0.60 -0.67
C -1.67 1.96 -1.21
H 3.20 -1.03 -0.51
H 2.01 -0.30 -2.07
H 0.58 -1.36 -1.60
H 1.46 0.42 0.59
H 0.80 1.40 -0.87
H -0.48 0.86 1.12
H -0.56 -0.80 0.65
H -1.49 -0.12 -1.66
H -2.59 0.28 -0.13
H -1.31 2.07 -2.24
H -2.58 2.73 -1.10
H -0.86 2.78 -0.78
H 0.34 1.54 3.20
H -0.86 2.60 2.39
O -0.51 1.71 2.63
H 0.74 -2.83 0.66
H -0.51 -3.56 0.23
O -0.16 -2.73 0.53
*
```

These are the Mulliken partial charges, in e, on atoms 1 to 6:
1 O -0.524
2 C -0.523
3 C -0.758
4 N 0.416
5 C -0.385
6 C -1.223

***

5.
ORCA calculation (wB97M-V/def2-TZVPD) on a cluster of 6 separate species, C28H72N4O10 in total.

Properties
SMILES string: COCCNCCOC.COCCNCCOC.COCCNCCOC.COCCNCCOC.CCO.CCO
Relative energy (zero: lowest compared OMol25 entry of this formula, charge and spin) in kJ/mol: 789.1
E_LUMO in eV: 0.61
Gap between HOMO and LUMO in hartree: 0.3269

ORCA input file:
```
! wB97M-V def2-TZVPD RIJCOSX def2/J DEFGRID3
* xyz 0 1
C 2.58 1.66 -2.39
O 2.63 1.74 -0.93
C 3.89 1.37 -0.41
C 4.00 -0.10 -0.46
N 5.21 -0.61 0.22
C 5.41 -1.99 -0.21
C 6.50 -2.67 0.57
O 6.53 -2.64 1.82
C 7.75 -3.13 2.37
H 1.74 2.19 -2.81
H 2.48 0.66 -2.73
H 3.40 2.24 -2.82
H 3.93 1.74 0.55
H 4.70 1.94 -0.88
H 3.94 -0.45 -1.49
H 3.21 -0.43 0.18
H 5.11 -0.64 1.23
H 5.65 -2.10 -1.29
H 4.54 -2.65 -0.04
H 7.41 -2.07 0.29
H 6.66 -3.72 0.25
H 7.84 -3.06 3.46
H 8.66 -2.60 2.02
H 7.94 -4.11 1.99
C -1.77 2.62 6.50
O -0.90 2.83 5.44
C -0.07 1.79 5.15
C 0.92 2.23 4.07
N 2.08 1.39 4.08
C 2.91 1.49 2.91
C 4.37 1.36 3.17
O 4.91 0.25 2.93
C 4.56 -0.74 3.91
H -2.26 3.56 6.66
H -1.30 2.29 7.46
H -2.62 1.94 6.39
H -0.68 1.01 4.80
H 0.44 1.56 6.09
H 1.20 3.28 4.32
H 0.40 2.35 3.09
H 1.74 0.42 4.02
H 2.73 2.45 2.46
H 2.62 0.79 2.11
H 4.52 1.64 4.25
H 4.87 2.15 2.65
H 4.62 -0.46 4.93
H 5.14 -1.63 3.80
H 3.56 -1.14 3.74
C -6.91 -1.65 -2.41
O -6.06 -1.25 -1.36
C -6.48 -1.43 -0.06
C -5.26 -1.09 0.75
N -5.39 -1.49 2.11
C -4.42 -0.95 3.01
C -3.97 0.46 2.66
O -3.19 1.06 3.41
C -2.71 2.31 2.82
H -7.35 -2.63 -2.25
H -6.33 -1.63 -3.35
H -7.61 -0.88 -2.40
H -6.73 -2.52 0.06
H -7.43 -0.91 0.19
H -5.15 -0.01 0.50
H -4.36 -1.52 0.33
H -5.44 -2.50 2.29
H -3.56 -1.61 3.10
H -4.98 -0.93 3.96
H -4.78 1.10 2.32
H -3.43 0.36 1.69
H -1.85 2.03 2.25
H -2.43 3.04 3.55
H -3.41 2.77 2.12
C -0.32 -0.24 0.97
O -1.47 -0.24 0.12
C -1.19 -0.82 -1.12
C -2.19 -0.48 -2.28
N -1.89 -1.29 -3.45
C -2.78 -1.10 -4.58
C -2.55 -2.06 -5.70
O -3.05 -3.18 -5.64
C -2.96 -4.01 -6.77
H 0.58 0.29 0.54
H -0.04 -1.23 1.20
H -0.57 0.30 1.95
H -1.15 -1.89 -1.06
H -0.22 -0.48 -1.45
H -2.13 0.55 -2.58
H -3.17 -0.60 -1.87
H -1.92 -2.26 -3.23
H -2.68 -0.09 -4.95
H -3.84 -1.21 -4.31
H -1.51 -2.15 -5.87
H -2.98 -1.51 -6.55
H -1.89 -4.27 -6.93
H -3.28 -3.50 -7.68
H -3.64 -4.85 -6.66
C 1.65 1.19 -5.52
C 0.37 0.60 -5.23
O -0.04 0.83 -3.93
H 2.37 0.56 -5.07
H 1.84 2.11 -5.06
H 1.90 1.32 -6.56
H 0.49 -0.49 -5.38
H -0.44 1.00 -5.91
H -0.68 0.14 -3.73
C 0.03 3.27 -0.07
C -0.84 2.66 -1.07
O -2.04 2.29 -0.33
H 0.96 3.61 -0.49
H 0.51 2.59 0.68
H -0.51 4.10 0.32
H -0.26 1.76 -1.42
H -0.97 3.29 -1.95
H -1.96 1.36 -0.09
*
```

These are the Mulliken partial charges, in e, on atoms 1 to 6:
1 C -1.164
2 O -0.031
3 C -0.607
4 C -0.192
5 N -0.214
6 C -0.570

***

6.
ORCA calculation (wB97M-V/def2-TZVPD) on a cluster of 2 separate species, C4H11NO in total.

Properties
SMILES string: CC=O.CCN
Relative energy (zero: lowest compared OMol25 entry of this formula, charge and spin) in kJ/mol: 195.0
E_LUMO in eV: 0.82
Gap between HOMO and LUMO in hartree: 0.3750

ORCA input file:
```
! wB97M-V def2-TZVPD RIJCOSX def2/J DEFGRID3
* xyz 0 1
C -1.44 -4.23 1.97
C -2.06 -3.83 0.63
N -2.54 -2.45 0.71
H -1.09 -3.38 2.55
H -0.77 -5.09 1.90
H -2.27 -4.64 2.55
H -2.92 -4.45 0.32
H -1.40 -4.05 -0.22
H -2.64 -1.96 -0.16
H -1.79 -1.86 1.07
O 1.79 4.82 -0.59
C 1.82 3.98 -1.45
C 2.75 2.80 -1.50
H 0.83 3.73 -1.88
H 2.13 1.92 -1.42
H 3.22 2.86 -2.50
H 3.57 2.88 -0.79
*
```

These are the Mulliken partial charges, in e, on atoms 1 to 6:
1 C -0.894
2 C -0.268
3 N -0.620
4 H 0.313
5 H 0.284
6 H 0.228

***

7.
ORCA calculation (wB97M-V/def2-TZVPD) on a structure of composition C3H12N2O.

Properties
Relative energy (zero: lowest compared OMol25 entry of this formula, charge and spin) in kJ/mol: 234.5
E_LUMO in eV: 1.00
Gap between HOMO and LUMO in hartree: 0.3852

ORCA input file:
```
! wB97M-V def2-TZVPD RIJCOSX def2/J DEFGRID3
* xyz 0 1
N -1.13 1.27 2.58
C 0.16 0.70 1.98
C -0.01 0.78 0.47
C 0.99 -0.12 -0.25
N 0.97 0.14 -1.70
H -0.85 1.46 3.55
H -1.05 0.22 2.50
H 0.61 -0.26 2.30
H 0.84 1.41 2.45
H -1.03 0.46 0.24
H 0.02 1.77 0.02
H 0.84 -1.19 -0.13
H 1.97 0.11 0.21
H 1.73 -0.37 -2.12
H 1.05 1.13 -1.86
H -0.65 -1.48 -2.88
H -1.59 -2.60 -3.20
O -0.87 -2.38 -2.59
*
```

These are the Mulliken partial charges, in e, on atoms 1 to 6:
1 N -0.647
2 C -0.721
3 C -0.471
4 C -0.457
5 N -0.546
6 H 0.267

***

8.
ORCA calculation (wB97M-V/def2-TZVPD) on a cluster of 2 separate species, C7H9F3N2 in total.

Properties
Relative energy (zero: lowest compared OMol25 entry of this formula, charge and spin) in kJ/mol: 40.6
E_LUMO (alpha / beta) in eV: -1.82 / -1.82
Gap between HOMO and LUMO (alpha / beta) in hartree: 0.2577 / 0.2577

ORCA input file:
```
! wB97M-V def2-TZVPD RIJCOSX def2/J DEFGRID3
* xyz 0 1
C 1.00 -2.46 1.46
C 0.49 -2.06 0.25
C 0.99 -1.35 2.30
C 0.13 -0.69 0.37
C -0.47 -0.22 -2.03
C -0.40 0.14 -0.59
C -1.09 1.46 -0.31
N 0.44 -0.32 1.66
N -0.58 2.51 -1.06
F 1.69 1.65 0.04
F -2.43 1.29 -0.60
F -1.15 1.72 1.07
H 1.36 -3.44 1.73
H 0.34 -2.68 -0.61
H 1.34 -1.27 3.31
H -1.49 -0.14 -2.39
H -0.08 -1.22 -2.22
H 0.12 0.51 -2.59
H 0.42 0.64 1.97
H 0.43 2.56 -0.93
H -1.02 3.39 -0.84
*
```

These are the Mulliken partial charges, in e, on atoms 1 to 6:
1 C -0.704
2 C -0.617
3 C -0.390
4 C 0.377
5 C -1.478
6 C 0.729

***

Electronic energy per entry: -5411.724; -4745.652; -39015.820; -12034.442; -56626.989; -7862.533; -8330.892; -18536.317 eV
Largest force on an atom per entry: 1.18; 1.81; 3.28; 7.08; 11.03; 3.65; 4.82; 1.22 eV/Å